(1)
The following is a quantum chemistry calculation of one molecule with the formula C2H8N2OS2 in a non-equilibrium geometry, from OMol25.

Each line ends with the Mulliken charge.
Geometry (Å):
C  1.43  0.10  -0.42  -1.0251
C  -0.52  -1.19  -0.44  -0.6927
N  -0.34  2.42  1.42  -0.4855
N  0.08  0.01  0.17  -0.0537
O  -1.21  2.24  -0.94  -0.5834
S  -2.49  -1.15  -0.77  -0.2188
S  -1.11  1.40  0.26  0.6228
H  2.12  0.71  0.07  0.3036
H  1.77  -0.86  -0.15  0.4842
H  1.51  0.31  -1.51  0.3136
H  -2.76  -1.20  0.55  0.1560
H  0.01  -1.33  -1.40  0.4053
H  -0.44  -1.97  0.44  0.3019
H  -0.12  3.24  0.92  0.2494
H  0.09  2.04  2.23  0.2224

Results
E_LUMO: 0.69 eV
Orbital gap: 0.3475 Ha
Relative energy (zero: lowest compared OMol25 entry of this formula, charge and spin): 83.5 kcal/mol

(2)
The following is a quantum chemistry calculation of C44H25BrF3IrN6O5S2Sb as an isolated structure, from OMol25.

Each line ends with the Mulliken spin population.
Geometry (Å):
Ir  -1.18  0.98  -0.38  0.4920
Br  5.54  -4.43  -0.87  0.0003
C  5.43  -2.87  0.19  0.0015
C  4.48  -2.78  1.20  -0.0006
C  4.41  -1.64  1.98  0.0032
C  5.32  -0.61  1.77  0.0029
C  6.30  -0.73  0.79  0.0002
C  6.34  -1.85  -0.02  -0.0004
N  5.45  0.54  2.62  0.0149
N  4.50  1.24  2.98  0.0006
C  3.14  1.02  2.57  0.0544
C  2.18  1.12  3.55  -0.0335
C  0.81  1.07  3.25  0.0899
C  0.40  0.97  1.94  0.0362
O  -0.88  1.01  1.58  0.1926
C  1.38  0.89  0.93  -0.0514
N  0.90  0.83  -0.35  0.0040
C  1.73  0.84  -1.37  0.0149
C  3.12  0.93  -1.18  -0.0188
C  3.63  0.98  0.09  0.0247
C  2.76  0.93  1.20  -0.0067
H  3.80  -3.61  1.37  -0.0001
H  3.69  -1.56  2.78  -0.0025
H  7.04  0.06  0.68  0.0001
H  7.10  -1.95  -0.79  0.0002
H  2.50  1.27  4.57  0.0001
H  0.07  1.17  4.04  -0.0050
H  1.29  0.82  -2.35  -0.0038
H  3.77  0.97  -2.04  0.0002
H  4.70  1.08  0.25  0.0016
S  -1.83  0.50  -2.56  0.0829
C  -3.43  1.04  -2.15  -0.0012
S  -3.49  1.42  -0.47  -0.0021
C  -4.47  1.10  -3.04  0.0102
C  -4.28  0.70  -4.39  -0.0019
N  -4.07  0.37  -5.47  0.0022
C  -5.77  1.50  -2.60  -0.0005
N  -6.82  1.81  -2.25  0.0048
O  0.25  3.51  0.60  -0.0018
C  -0.32  3.75  -0.45  0.0099
O  -0.93  2.86  -1.20  -0.0041
C  -0.37  5.13  -1.03  0.0027
C  0.63  6.03  -0.70  -0.0009
C  0.61  7.31  -1.22  0.0000
C  -0.44  7.67  -2.05  0.0000
C  -1.46  6.80  -2.38  0.0000
C  -1.42  5.51  -1.87  -0.0001
N  -0.48  9.04  -2.60  0.0001
O  0.45  9.78  -2.33  0.0000
O  -1.43  9.35  -3.28  0.0000
H  1.42  5.72  -0.03  0.0001
H  1.38  8.04  -0.99  0.0000
H  -2.26  7.12  -3.02  0.0000
H  -2.19  4.79  -2.12  0.0000
F  -6.97  -4.61  -0.54  0.0000
C  -5.84  -3.91  -0.42  -0.0003
C  -4.82  -4.44  0.36  0.0003
C  -3.65  -3.71  0.49  0.0027
C  -3.51  -2.47  -0.14  -0.0051
C  -4.55  -1.98  -0.92  -0.0054
C  -5.73  -2.70  -1.06  0.0015
Sb  -1.63  -1.55  0.07  0.0994
C  -1.17  -2.05  2.06  -0.0203
C  0.13  -2.36  2.47  0.0061
C  0.41  -2.62  3.80  0.0048
C  -0.62  -2.53  4.72  0.0007
F  -0.35  -2.77  6.01  -0.0003
C  -1.92  -2.20  4.36  0.0019
C  -2.18  -1.97  3.02  0.0033
C  -0.37  -2.86  -1.01  -0.0025
C  0.07  -2.59  -2.30  0.0004
C  0.83  -3.51  -3.00  0.0005
C  1.15  -4.70  -2.39  0.0001
F  1.89  -5.60  -3.06  0.0000
C  0.72  -5.02  -1.11  0.0000
C  -0.03  -4.08  -0.42  -0.0002
H  -4.95  -5.40  0.84  0.0001
H  -2.85  -4.12  1.09  0.0002
H  -4.46  -1.03  -1.43  0.0021
H  -6.55  -2.32  -1.66  0.0000
H  0.93  -2.41  1.75  -0.0027
H  1.40  -2.88  4.15  0.0000
H  -2.69  -2.14  5.11  0.0000
H  -3.20  -1.72  2.72  0.0011
H  -0.21  -1.66  -2.80  -0.0011
H  1.17  -3.31  -4.01  0.0000
H  0.98  -5.97  -0.68  0.0000
H  -0.38  -4.33  0.57  0.0005

Results
E_LUMO (alpha / beta): -1.33 / -3.22 eV
Spin multiplicity: 2
Orbital gap (alpha / beta): 0.2648 / 0.1918 Ha
<S²>: 0.77
Relative energy (zero: lowest compared OMol25 entry of this formula, charge and spin): 17.9 kcal/mol

(3)
The following is a quantum chemistry calculation of C20H27BrN8OSSe3TeTl as an isolated structure in a non-equilibrium geometry, from OMol25.

Each line ends with the Mulliken charge.
Geometry (Å):
Tl  0.59  -1.10  -0.21  1.1553
Br  -4.59  -5.58  3.26  -0.1660
C  -3.87  -4.11  2.29  0.0910
C  -4.52  -2.89  2.34  -0.7606
C  -4.00  -1.81  1.64  -0.4504
C  -2.81  -1.95  0.91  -0.2807
C  -2.16  -3.18  0.91  0.6382
C  -2.69  -4.27  1.57  -0.7325
N  -2.20  -0.90  0.24  0.5991
C  -2.85  0.06  -0.28  -0.5627
C  -2.17  1.13  -1.00  0.4038
C  -2.88  2.28  -1.38  -1.0013
C  -2.21  3.27  -2.08  -0.4685
C  -0.89  3.07  -2.43  -1.0017
C  -0.28  1.89  -2.03  -0.4868
N  -0.88  0.96  -1.31  0.4103
H  -5.42  -2.77  2.92  0.4231
H  -4.50  -0.86  1.70  0.4535
H  -1.24  -3.29  0.35  -0.3183
H  -2.18  -5.22  1.54  0.5240
H  -3.94  0.12  -0.27  0.4183
H  -3.92  2.39  -1.13  0.5017
H  -2.72  4.18  -2.36  0.4626
H  -0.34  3.81  -2.99  0.4731
H  0.74  1.67  -2.30  0.6521
N  0.15  -0.35  2.56  -0.0226
N  1.17  0.31  3.27  -0.3875
C  2.46  -0.11  3.18  0.5248
N  3.33  0.47  4.03  -0.4853
S  3.00  -1.24  2.10  -0.3492
H  -0.68  0.22  2.54  0.2168
H  -0.06  -1.27  2.95  0.0446
H  0.91  0.80  4.11  0.2173
H  3.06  1.19  4.68  0.1692
H  4.30  0.23  3.95  0.1910
Se  0.46  -3.91  3.47  -0.1343
Se  2.62  -4.26  3.26  0.0145
Te  3.15  -5.03  0.95  0.2827
Se  1.08  -5.01  -0.23  -0.1905
N  0.37  -1.13  -3.86  0.0517
C  -0.54  -1.16  -4.86  -0.2987
C  -1.60  -1.91  -4.40  -0.8607
C  -1.24  -2.29  -3.10  -0.1981
N  -0.04  -1.81  -2.80  -0.2095
H  1.28  -0.70  -3.86  0.1542
H  -0.37  -0.68  -5.80  0.4452
H  -2.50  -2.16  -4.92  0.4123
H  -1.78  -2.88  -2.40  0.5486
C  1.47  3.23  0.93  -0.8918
N  2.57  3.19  -0.02  0.3169
C  3.22  4.45  -0.31  -1.1831
C  2.90  2.02  -0.60  0.5704
C  4.11  1.99  -1.50  -1.3197
O  2.24  1.00  -0.41  -0.5936
H  1.82  3.65  1.88  0.4417
H  1.12  2.22  1.08  -0.0244
H  0.65  3.85  0.56  0.4198
H  2.69  5.24  0.23  0.4139
H  3.17  4.68  -1.37  0.3811
H  4.26  4.46  0.01  0.3489
H  4.73  2.87  -1.45  0.4140
H  3.78  1.83  -2.53  0.2559
H  4.70  1.12  -1.21  0.3371

Results
Net charge: +1
E_LUMO: -4.73 eV
Orbital gap: 0.1804 Ha
Relative energy (zero: lowest compared OMol25 entry of this formula, charge and spin): 18.2 kcal/mol

(4)
The following is a quantum chemistry calculation of C30H34AuIN5OP as an isolated structure in a non-equilibrium geometry, from OMol25.

Each line ends with the Mulliken spin population.
Geometry (Å):
C  -1.35  0.36  -3.41  0.0887
I  -0.21  1.27  -4.72  0.7077
H  -2.06  -0.14  -4.10  -0.0003
H  -0.60  -0.34  -2.97  0.0398
H  -1.70  1.01  -2.54  0.0356
C  0.61  3.69  1.93  0.0173
C  -0.60  4.02  1.49  -0.0187
N  -1.11  2.92  0.80  -0.0517
C  -0.19  1.93  0.78  0.1033
N  0.85  2.39  1.52  -0.0518
H  1.36  4.25  2.48  0.0036
H  -1.16  4.95  1.56  0.0046
C  2.17  -3.23  -1.09  0.0114
C  0.56  -1.77  -0.50  0.0754
N  1.88  -1.92  -0.75  -0.1579
H  0.81  -4.95  -1.17  0.0076
N  0.05  -3.02  -0.55  -0.0037
H  3.16  -3.52  -1.39  0.0168
Au  -0.17  0.02  0.14  0.1784
C  -2.91  -0.31  0.64  0.1854
O  -3.24  -0.42  -0.52  -0.0370
C  1.03  -3.92  -0.99  0.0053
C  -1.33  -3.41  -0.29  -0.0134
H  -1.36  -4.51  -0.25  0.0028
H  -2.01  -3.08  -1.09  -0.0142
H  -1.69  -3.02  0.67  0.0184
C  2.85  -0.84  -0.69  0.0367
H  3.73  -1.15  -1.23  0.0028
H  3.14  -0.61  0.35  0.0020
H  2.44  0.08  -1.13  0.0236
C  2.06  1.62  1.78  -0.0268
H  2.76  1.69  0.93  0.0135
H  1.80  0.57  1.93  0.0312
H  2.54  2.00  2.68  0.0035
C  -2.42  2.90  0.16  0.0228
H  -2.33  2.72  -0.92  -0.0017
H  -2.86  3.89  0.32  0.0071
H  -3.08  2.14  0.59  -0.0225
N  -0.26  -1.18  2.22  -0.0649
P  -0.33  -0.72  3.77  -0.0194
C  1.34  -0.37  4.38  0.0654
C  1.74  0.77  5.09  -0.0329
C  3.09  0.97  5.39  0.0115
C  4.06  0.08  4.94  -0.0003
C  3.68  -1.05  4.20  0.0057
C  2.33  -1.28  3.94  0.0088
C  -1.48  0.60  4.22  0.2296
C  -1.44  1.29  5.45  0.2765
C  -2.25  2.40  5.68  -0.1678
C  -3.19  2.78  4.71  0.4008
C  -3.32  2.02  3.53  -0.2813
C  -2.49  0.93  3.31  0.0387
C  -0.88  -2.22  4.65  -0.0457
C  -1.18  -3.33  3.86  0.0463
C  -1.61  -4.52  4.45  -0.0106
C  -1.71  -4.60  5.85  0.0290
C  -1.39  -3.49  6.64  -0.0349
C  -0.97  -2.29  6.05  0.0718
H  1.00  1.51  5.40  -0.0056
H  3.38  1.84  5.99  0.0020
H  5.12  0.25  5.16  -0.0001
H  4.43  -1.75  3.83  0.0050
H  2.02  -2.15  3.35  -0.0013
H  -0.75  0.97  6.24  0.0693
H  -2.16  2.96  6.60  -0.0037
H  -3.82  3.66  4.87  0.0345
H  -4.08  2.30  2.80  -0.0033
H  -2.59  0.32  2.40  0.1071
H  -1.07  -3.25  2.78  0.0041
H  -1.85  -5.38  3.82  -0.0015
H  -2.04  -5.53  6.32  0.0037
H  -1.46  -3.55  7.73  -0.0006
H  -0.71  -1.43  6.65  0.0189

Results
Net charge: -2
E_LUMO (alpha / beta): 2.59 / 4.00 eV
Spin multiplicity: 3
Orbital gap (alpha / beta): 0.0240 / 0.2028 Ha
<S²>: 2.01
Relative energy (zero: lowest compared OMol25 entry of this formula, charge and spin): 46.0 kcal/mol

no.,total energy (a.u.)
1,-1062.0295
2,-6410.9239
3,-11908.4099
4,-2287.0828